Formula: C14H16ClF3MnN2O5S
Source: the Open Molecules 2025 dataset
Level of theory: the ωB97M-V functional and the def2-TZVPD basis

Geometry as XYZ:
```
43
Properties=species:S:1:pos:R:3
Mn -0.40960 0.14980 -0.63619
Cl 3.13323 -6.74496 0.21569
C 2.20554 -5.27297 -0.02877
C 1.16311 -5.26765 -0.95410
C 0.44016 -4.10211 -1.13449
C 0.70033 -2.90902 -0.42819
O -0.04005 -1.87358 -0.62289
C 1.80074 -2.93693 0.51841
C 2.20328 -1.84447 1.28034
O 1.57680 -0.62874 1.14991
C 2.52064 -4.15159 0.68930
H 0.92902 -6.16315 -1.51397
H -0.37984 -4.07300 -1.84189
H 3.04049 -1.88722 1.96191
H 3.33886 -4.17991 1.39888
C -1.76065 -1.26372 2.22803
S -2.12092 0.24816 1.38206
O -2.42594 -0.14225 -0.01958
O -3.18411 0.90946 2.08650
O -0.83325 0.98022 1.32371
H -2.68091 -1.84063 2.28802
H -1.39496 -1.01220 3.22088
H -1.00586 -1.79339 1.64886
F 1.15378 1.24689 -0.98493
C 0.73544 2.09226 -5.47670
C -0.15411 1.31911 -4.56195
C -1.32038 0.61293 -4.80610
C -1.70194 0.07134 -3.56522
N -0.82469 0.43488 -2.64005
N 0.10378 1.18476 -3.25832
C -2.85444 -0.81476 -3.22958
H 0.24994 2.22853 -6.44114
H 1.67957 1.57042 -5.64096
H 0.96423 3.07502 -5.06305
H -1.82464 0.50489 -5.75188
H 0.84893 1.49732 -2.61553
H -3.73174 -0.54349 -3.81741
H -3.08923 -0.73937 -2.17005
H -2.60762 -1.85575 -3.44651
F 2.23192 0.34200 3.06360
C 2.17590 0.45417 1.69536
F 3.47574 0.55833 1.29821
H 1.62135 1.34287 1.41918
```

The calculation puts the lowest unoccupied orbital energy (alpha / beta) at 2.69 / 2.69 eV. The value obtained for the relative energy (zero: lowest compared OMol25 entry of this formula, charge and spin) is 36.1 kJ/mol. The highest occupied orbital energy (alpha / beta) comes out at -3.200 / -4.267 eV. The calculation puts the gap between HOMO and LUMO (alpha / beta) at 5.89 / 6.96 eV. The multiplicity is 5. Its net charge is -1.

Formula: C14H16ClFN4O2
Source: the Open Molecules 2025 dataset
Level of theory: the ωB97M-V functional and the def2-TZVPD basis

Geometry as XYZ:
```
38
Properties=species:S:1:pos:R:3
C -2.63496 1.08921 5.09367
O -2.27616 -0.20776 5.50555
C -1.10115 -0.70750 4.90183
C -1.29401 -2.19465 4.60843
C -2.30099 -2.39535 3.47142
N -1.75455 -2.01268 2.19312
C -2.07807 -0.87805 1.54263
O -2.91166 -0.07087 1.91392
C -1.31030 -0.70896 0.29204
C -1.39942 0.28427 -0.66518
N -0.47416 -0.05441 -1.58290
C -0.12539 0.62909 -2.80289
C 1.37010 0.76892 -2.90881
C 2.08600 0.13316 -3.91650
F 1.41121 -0.58096 -4.83547
C 3.46148 0.21856 -4.02326
C 4.15737 0.96129 -3.08660
C 3.48301 1.61161 -2.06850
C 2.10332 1.51250 -1.98629
Cl 1.27682 2.33565 -0.71178
N 0.14472 -1.17304 -1.21661
N -0.34187 -1.56995 -0.10732
H -1.85991 1.82153 5.35276
H -2.81957 1.12260 4.01417
H -3.55199 1.33422 5.62623
H -0.24590 -0.55924 5.57921
H -0.89215 -0.17269 3.96723
H -1.67450 -2.67509 5.50946
H -0.33578 -2.64545 4.34367
H -2.61198 -3.44323 3.42444
H -3.17565 -1.76674 3.65308
H -1.00871 -2.56700 1.79683
H -2.02348 1.14861 -0.73521
H -0.50035 0.05561 -3.65648
H -0.60145 1.61350 -2.78984
H 3.96373 -0.29604 -4.82615
H 5.23134 1.03554 -3.14961
H 4.02025 2.19402 -1.33733
```

The calculation puts the lowest unoccupied orbital energy at 0.64 eV. The value obtained for the relative energy (zero: lowest compared OMol25 entry of this formula, charge and spin) is 2.6 kJ/mol. The highest occupied orbital energy comes out at -9.315 eV. The calculation puts the gap between HOMO and LUMO at 9.95 eV. The structure (SMILES) is COCCCNC(=O)c1cn(Cc2c(F)cccc2Cl)nn1. The multiplicity is 1.

Number 1: total energy -3337.91615 a.u.. Number 2: total energy -1472.63686 a.u..